# 1
{"formula": "C35H64NO12P", "method": "wB97M-V/def2-TZVPD", "symbols": ["C", "C", "O", "N", "C", "C", "C", "C", "O", "P", "O", "O", "O", "C", "O", "C", "C", "C", "C", "C", "C", "C", "C", "C", "C", "H", "H", "H", "H", "H", "H", "H", "H", "H", "H", "H", "H", "H", "H", "H", "H", "H", "H", "H", "H", "H", "H", "H", "H", "H", "H", "H", "H", "C", "C", "C", "O", "H", "H", "H", "H", "H", "H", "C", "C", "C", "O", "H", "H", "H", "H", "H", "H", "C", "C", "C", "O", "H", "H", "H", "H", "H", "H", "C", "C", "C", "O", "H", "H", "H", "H", "H", "H", "C", "C", "C", "O", "H", "H", "H", "H", "H", "H", "C", "C", "C", "O", "H", "H", "H", "H", "H", "H"], "positions_angstrom": [[-5.066, -2.796, 3.951], [-4.265, -1.766, 3.196], [-4.799, -0.830, 2.634], [-2.881, -1.959, 3.131], [-2.056, -0.756, 3.374], [-0.751, -0.794, 2.583], [-0.117, 0.601, 2.422], [0.217, 0.881, 0.978], [-1.014, 0.839, 0.210], [-1.581, 2.196, -0.386], [-1.182, 3.439, 0.266], [-3.152, 1.924, -0.354], [-1.147, 2.150, -1.917], [-1.736, 1.172, -2.750], [-0.772, 0.898, -3.726], [-1.015, -0.316, -4.357], [-1.737, -0.273, -5.537], [-2.043, -1.434, -6.238], [-2.855, -1.398, -7.505], [-1.575, -2.632, -5.707], [-0.855, -2.662, -4.522], [-0.549, -1.509, -3.795], [0.204, -1.554, -2.464], [0.762, -2.950, -2.127], [1.307, -0.496, -2.315], [-5.779, -2.272, 4.583], [-4.453, -3.446, 4.576], [-5.615, -3.434, 3.259], [-2.643, -2.671, 3.807], [-2.640, 0.120, 3.105], [-1.830, -0.693, 4.443], [-0.982, -1.244, 1.617], [-0.052, -1.471, 3.079], [-0.815, 1.365, 2.765], [0.775, 0.680, 3.037], [0.855, 0.092, 0.575], [0.738, 1.825, 0.836], [-3.345, 0.987, -0.217], [-2.659, 1.560, -3.190], [-1.950, 0.253, -2.190], [-2.062, 0.694, -5.901], [-2.398, -1.977, -8.304], [-3.052, -0.381, -7.828], [-3.832, -1.842, -7.296], [-1.776, -3.562, -6.226], [-0.532, -3.630, -4.168], [-0.556, -1.335, -1.703], [0.033, -3.533, -1.561], [1.633, -2.833, -1.484], [1.059, -3.517, -3.005], [1.876, -0.742, -1.416], [2.007, -0.519, -3.150], [0.903, 0.500, -2.169], [0.934, 4.516, 3.510], [1.247, 3.593, 4.666], [1.966, 4.201, 5.840], [0.933, 2.424, 4.631], [0.415, 3.974, 2.722], [0.303, 5.338, 3.851], [1.858, 4.938, 3.111], [1.371, 5.011, 6.266], [2.928, 4.604, 5.524], [2.132, 3.439, 6.599], [6.195, 4.787, 4.103], [5.519, 5.968, 4.755], [5.875, 7.334, 4.223], [4.728, 5.826, 5.659], [5.857, 3.866, 4.572], [5.957, 4.759, 3.038], [7.278, 4.870, 4.211], [5.624, 7.400, 3.163], [6.946, 7.512, 4.335], [5.324, 8.094, 4.772], [5.794, -3.618, -1.581], [4.590, -3.333, -0.720], [3.932, -4.524, -0.071], [4.175, -2.209, -0.557], [6.179, -2.686, -1.990], [6.567, -4.099, -0.980], [5.520, -4.286, -2.399], [4.651, -5.029, 0.570], [3.577, -5.225, -0.830], [3.086, -4.187, 0.526], [5.754, -3.094, 4.130], [5.921, -4.322, 3.270], [5.722, -5.658, 3.944], [6.197, -4.239, 2.096], [5.919, -2.204, 3.528], [4.747, -3.064, 4.548], [6.469, -3.114, 4.953], [4.713, -5.722, 4.357], [6.435, -5.775, 4.761], [5.868, -6.458, 3.223], [-2.471, 1.815, -11.148], [-3.311, 0.560, -11.163], [-3.611, -0.038, -12.516], [-3.721, 0.060, -10.143], [-2.326, 2.145, -10.123], [-1.500, 1.621, -11.606], [-2.967, 2.605, -11.715], [-2.682, -0.300, -13.025], [-4.150, 0.682, -13.133], [-4.218, -0.931, -12.393], [-6.298, 1.795, 4.431], [-7.016, 0.744, 5.238], [-8.322, 1.146, 5.882], [-6.566, -0.370, 5.358], [-5.385, 1.373, 4.017], [-6.934, 2.138, 3.613], [-6.055, 2.652, 5.062], [-9.032, 1.465, 5.118], [-8.158, 1.978, 6.569], [-8.735, 0.302, 6.429]], "total_energy_ha": -2671.132808, "homo_lumo_gap_ev": 8.94, "total_charge": 0, "homo_energy_ev": -8.44, "e_lumo_ha": 0.0185}

# 2
{"formula": "C35H65BrNO11Si", "method": "wB97M-V/def2-TZVPD", "symbols": ["C", "C", "O", "C", "C", "O", "C", "C", "O", "C", "C", "O", "O", "C", "N", "C", "C", "C", "C", "O", "C", "Br", "C", "C", "O", "Si", "C", "C", "C", "C", "C", "C", "C", "C", "C", "C", "C", "O", "O", "H", "H", "H", "H", "H", "H", "H", "H", "H", "H", "H", "H", "H", "H", "H", "H", "H", "H", "H", "H", "H", "H", "H", "H", "H", "H", "H", "H", "H", "H", "H", "H", "H", "H", "H", "H", "H", "H", "H", "H", "H", "H", "H", "H", "H", "C", "C", "O", "C", "C", "H", "H", "H", "H", "H", "H", "H", "H", "H", "H", "C", "C", "O", "C", "C", "H", "H", "H", "H", "H", "H", "H", "H", "H", "H"], "positions_angstrom": [[5.257, -1.787, -0.315], [6.252, -0.483, -0.136], [6.038, 0.568, -1.151], [5.071, 1.583, -0.698], [5.331, 3.089, -1.338], [5.760, 3.066, -2.745], [4.626, 3.169, -3.678], [4.454, 1.764, -4.569], [3.123, 1.842, -5.197], [2.311, 0.770, -4.559], [0.884, 0.500, -5.355], [0.423, 1.863, -5.787], [-0.191, -0.033, -4.510], [0.243, -1.286, -3.806], [0.971, -2.181, -4.776], [1.614, -3.227, -4.174], [1.597, -4.678, -5.002], [2.441, -3.215, -2.762], [-1.178, -1.934, -3.222], [-0.986, -3.054, -2.297], [-1.317, -2.713, -0.905], [-0.466, -0.993, -0.265], [-2.962, -2.733, -0.742], [-3.637, -1.265, -0.466], [-5.097, -1.504, -0.284], [-6.040, -0.068, -0.636], [-7.325, 0.194, 0.827], [-5.042, 1.573, -0.753], [-7.141, -0.443, -2.203], [-0.780, -4.012, 0.002], [-0.112, -3.581, 1.433], [-1.076, -3.511, 2.797], [-0.382, -3.126, 4.258], [1.238, -2.809, 4.426], [2.186, -2.854, 3.080], [1.514, -3.240, 1.636], [-1.930, -2.576, -4.571], [-1.806, -3.862, -4.941], [-2.726, -1.629, -5.407], [4.979, -2.161, 0.784], [5.787, -2.643, -0.931], [4.267, -1.417, -0.822], [6.221, -0.063, 0.977], [7.356, -0.899, -0.301], [4.010, 1.239, -1.092], [5.039, 1.703, 0.487], [6.168, 3.643, -0.695], [4.337, 3.696, -1.146], [4.814, 4.015, -4.467], [3.580, 3.337, -3.159], [5.336, 1.677, -5.346], [4.590, 0.890, -3.802], [2.108, 0.981, -3.416], [2.914, -0.236, -4.625], [1.033, -0.092, -6.381], [0.080, 1.771, -6.743], [0.864, -0.923, -2.884], [0.961, -4.627, -5.982], [1.349, -5.589, -4.302], [2.727, -4.834, -5.345], [1.710, -3.531, -1.873], [2.830, -2.136, -2.521], [3.324, -3.995, -2.730], [-1.875, -1.075, -2.843], [-3.447, -3.280, -1.664], [-3.225, -3.403, 0.208], [-3.281, -0.740, 0.532], [-3.472, -0.624, -1.432], [-8.288, 0.771, 0.435], [-7.648, -0.814, 1.326], [-6.798, 0.936, 1.595], [-4.310, 1.458, -1.683], [-4.485, 1.775, 0.256], [-5.805, 2.424, -1.063], [-6.523, -0.611, -3.183], [-7.985, 0.368, -2.370], [-7.720, -1.460, -1.981], [0.098, -4.501, -0.643], [-1.590, -4.846, 0.131], [-2.233, -3.764, 2.706], [-1.065, -3.115, 5.220], [1.688, -2.568, 5.500], [3.346, -2.604, 3.178], [2.247, -3.276, 0.697], [5.453, 6.520, 3.161], [4.456, 5.488, 2.666], [5.065, 4.401, 1.974], [5.974, 3.600, 2.725], [5.324, 2.899, 3.904], [6.118, 6.838, 2.352], [4.931, 7.397, 3.557], [6.081, 6.116, 3.961], [3.781, 5.971, 1.950], [3.829, 5.117, 3.483], [6.835, 4.195, 3.043], [6.359, 2.841, 2.035], [5.021, 3.613, 4.675], [6.022, 2.191, 4.361], [4.426, 2.359, 3.587], [-8.748, 1.235, 6.071], [-8.099, 0.481, 4.923], [-7.008, 1.183, 4.333], [-5.893, 1.453, 5.180], [-5.217, 0.198, 5.701], [-8.999, 2.257, 5.771], [-9.660, 0.726, 6.396], [-8.078, 1.303, 6.933], [-8.843, 0.343, 4.132], [-7.786, -0.521, 5.234], [-6.188, 2.115, 6.000], [-5.173, 2.013, 4.573], [-5.861, -0.340, 6.402], [-4.291, 0.452, 6.225], [-4.984, -0.487, 4.879]], "total_energy_ha": -5117.804450, "homo_lumo_gap_ev": 5.90, "total_charge": -1, "homo_energy_ev": -4.14, "e_lumo_ha": 0.0647}